Model w:
C4H8O | ωB97M-V/def2-TZVPD

Each line ends with the natural charge from an NBO analysis.
Cartesian coordinates (Å):
1 O -0.733 -1.832 0.876  -0.721
2 C -0.480 -0.461 1.046  0.001
3 C 0.879 0.038 -0.013  -0.372
4 C 0.285 0.836 -1.169  -0.474
5 C -0.896 0.577 -0.188  -0.352
6 H 0.111 -2.303 1.004  0.458
7 H 0.087 -0.279 1.959  0.173
8 H 1.219 -0.944 -0.271  0.199
9 H 1.502 0.656 0.619  0.211
10 H 0.243 0.346 -2.156  0.210
11 H 0.636 1.878 -1.307  0.210
12 H -1.648 -0.008 -0.680  0.233
13 H -1.204 1.495 0.280  0.224

Its spin multiplicity is 1. As for the charge: 0. As for the molar mass: 72.1 g mol⁻¹. The LUMO energy is 1.0 eV.

***

Model x:
C4H8O | ωB97M-V/def2-TZVPD

Each line ends with the natural charge from an NBO analysis.
Cartesian coordinates (Å):
1 O -0.884 1.290 1.646  -0.687
2 C -1.210 0.468 0.602  -0.130
3 C 0.025 0.179 -0.156  0.064
4 C 0.301 -0.829 -1.240  -0.469
5 C 1.125 -0.802 0.029  -0.467
6 H -0.004 1.885 1.052  0.367
7 H -2.008 0.846 -0.065  0.166
8 H -1.460 -0.580 0.856  0.208
9 H 0.568 1.706 0.108  0.017
10 H -0.366 -1.687 -1.400  0.235
11 H 0.731 -0.449 -2.157  0.234
12 H 1.051 -1.617 0.747  0.228
13 H 2.114 -0.361 -0.048  0.233

Its spin multiplicity is 1. As for the charge: 0. As for the molar mass: 72.1 g mol⁻¹. The LUMO energy is 0.2 eV.

***

In kJ/mol, relative to the most stable structure: model w 0.0; model x 53.9.

***

Model w:
C3H16O5 | ωB97M-V/def2-TZVPD

Each line ends with the natural charge from an NBO analysis.
Cartesian coordinates (Å):
1 C 2.055 0.851 -0.113  -0.628
2 C 0.851 1.693 -0.431  -0.310
3 C -0.180 1.742 0.678  -0.617
4 O -0.295 -0.175 2.810  -0.840
5 H 2.652 1.290 0.683  0.252
6 H 2.663 0.678 -0.976  0.220
7 H 1.730 -0.110 0.271  0.264
8 H 1.152 2.709 -0.694  0.224
9 H -1.029 2.294 0.356  0.227
10 H 0.220 2.235 1.585  0.264
11 H -0.467 0.758 0.990  0.263
12 H 0.368 1.247 -1.387  0.348
13 H 0.185 -1.936 -0.218  0.496
14 H 0.481 -1.125 -1.463  0.482
15 O 0.874 -1.780 -0.859  -0.850
16 H -2.707 -0.689 -0.821  0.469
17 H -0.192 -0.001 -3.274  0.482
18 O -0.157 0.037 -2.309  -0.830
19 H -0.635 -1.073 1.943  0.465
20 H -1.431 -0.032 -1.518  0.486
21 O -2.043 -0.002 -0.733  -0.907
22 H -0.375 -0.465 3.729  0.451
23 H -1.169 -2.593 1.591  0.469
24 O -0.868 -1.772 1.155  -0.880

Its spin multiplicity is 1. As for the charge: 0. As for the molar mass: 132.2 g mol⁻¹. The LUMO energy is -5.6 eV.

***

Model x:
C3H16O5 | ωB97M-V/def2-TZVPD

Each line ends with the natural charge from an NBO analysis.
Cartesian coordinates (Å):
1 O 0.096 0.014 1.639  -0.791
2 H -0.458 -0.521 1.067  0.565
3 H -0.390 0.185 2.449  0.538
4 H 0.300 0.801 1.129  0.568
5 C 1.046 -0.761 -1.985  -0.656
6 C -0.521 -0.976 -1.744  0.134
7 C -1.104 -1.993 -2.722  -0.625
8 O -0.826 -1.311 -0.436  -1.009
9 H 1.534 -0.053 -1.315  0.197
10 H 1.277 -0.562 -3.032  0.185
11 H 1.557 -1.676 -1.686  0.193
12 H -1.043 -0.072 -2.057  0.083
13 H -0.554 -1.997 -3.662  0.181
14 H -2.138 -1.747 -2.964  0.194
15 H -0.944 -2.996 -2.325  0.205
16 O -1.126 2.368 0.820  -0.964
17 H -1.061 3.322 0.866  0.476
18 H -1.720 2.202 0.088  0.494
19 O -0.310 0.224 4.292  -0.955
20 H -1.001 0.803 4.615  0.484
21 H -0.251 -0.468 4.951  0.494
22 O 2.245 1.519 0.555  -0.945
23 H 2.357 2.464 0.450  0.475
24 H 3.038 1.232 1.008  0.480

Its spin multiplicity is 1. As for the charge: 0. As for the molar mass: 132.2 g mol⁻¹. The LUMO energy is -0.2 eV.

***

In kJ/mol, relative to the most stable structure: model w 592.4; model x 0.0.

***

Model w:
C3H8BNO | ωB97M-V/def2-TZVPD

Each line ends with the natural charge from an NBO analysis.
Cartesian coordinates (Å):
1 B -1.372 -0.392 0.296  1.169
2 C 0.178 -0.249 0.567  -0.647
3 C 0.978 0.444 -0.131  -0.071
4 C 2.439 0.230 0.022  -0.659
5 N -2.270 -1.359 -0.126  -1.118
6 O -2.741 1.632 0.075  -1.072
7 H 0.531 -1.067 1.199  0.227
8 H 0.684 1.227 -0.826  0.218
9 H 2.652 -0.746 0.410  0.216
10 H 3.005 1.058 0.470  0.238
11 H 3.000 0.216 -0.992  0.220
12 H -1.796 -2.086 -0.597  0.410
13 H -3.250 -1.239 -0.225  0.443
14 H -2.037 2.331 -0.144  0.426

Its spin multiplicity is 1. As for the charge: 0. As for the molar mass: 84.9 g mol⁻¹. The LUMO energy is 0.1 eV.

***

Model x:
C3H8BNO | ωB97M-V/def2-TZVPD

Each line ends with the natural charge from an NBO analysis.
Cartesian coordinates (Å):
1 B -1.601 -2.535 -1.228  0.528
2 C 0.886 2.482 1.073  -0.362
3 C 0.446 1.277 1.079  -0.203
4 C 0.457 0.490 -0.223  -0.328
5 N 0.746 -0.862 -0.607  -0.331
6 O -1.273 -1.527 -0.472  -0.589
7 H -1.090 -2.989 -2.232  -0.071
8 H -2.628 -3.036 -0.863  -0.061
9 H 0.916 3.100 1.914  0.199
10 H 1.065 2.956 0.172  0.184
11 H 0.171 0.831 1.989  0.206
12 H 1.305 0.985 -0.936  0.232
13 H -0.530 0.735 -0.891  0.259
14 H 0.938 -1.532 0.108  0.336

Its spin multiplicity is 1. As for the charge: 0. As for the molar mass: 84.9 g mol⁻¹. The LUMO energy (alpha / beta) is -0.4 / -1.4 eV.

***

Model y:
C3H8BNO | ωB97M-V/def2-TZVPD

Each line ends with the natural charge from an NBO analysis.
Cartesian coordinates (Å):
1 C 2.618 0.094 -0.009  -0.655
2 C 1.175 0.502 -0.138  -0.086
3 C 0.103 -0.351 -0.204  -0.569
4 B -1.400 0.074 -0.110  0.977
5 N -2.317 -0.928 0.162  -1.058
6 O -2.031 1.420 -0.347  -0.886
7 H 3.044 0.469 0.897  0.225
8 H 3.110 0.543 -0.929  0.223
9 H 2.631 -1.011 -0.082  0.214
10 H 0.862 1.501 -0.339  0.199
11 H 0.356 -1.444 -0.068  0.194
12 H -2.098 -1.718 0.745  0.395
13 H -3.190 -0.519 0.378  0.367
14 H -2.863 1.369 0.044  0.458

Its spin multiplicity is 1. As for the SMILES: C/C=C/B(N)O. As for the charge: 0. As for the molar mass: 84.9 g mol⁻¹. The LUMO energy is 0.6 eV.

***

In kJ/mol, relative to the most stable structure: model w 388.0; model x 611.4; model y 0.0.

***

Model w:
C4H11NS | ωB97M-V/def2-TZVPD

Each line ends with the natural charge from an NBO analysis.
Cartesian coordinates (Å):
1 C 1.219 1.889 0.384  -0.044
2 N 1.494 0.706 0.474  -0.412
3 C 2.867 0.215 0.385  -0.447
4 H 0.228 2.362 0.119  0.184
5 H 2.029 2.537 0.790  0.115
6 H 2.943 -0.457 -0.498  0.215
7 H 3.597 0.998 0.350  0.177
8 H 3.087 -0.586 1.125  0.209
9 C -1.883 -0.695 -1.660  -0.748
10 S -2.688 0.122 -0.253  0.200
11 C -2.031 -0.988 0.961  -0.767
12 H -0.868 -0.268 -1.767  0.218
13 H -1.765 -1.783 -1.689  0.217
14 H -2.531 -0.297 -2.481  0.222
15 H -2.728 -1.077 1.797  0.220
16 H -1.155 -0.679 1.496  0.221
17 H -1.816 -2.001 0.466  0.217

Its spin multiplicity is 1. As for the SMILES: C=NC.CSC. As for the charge: 0. As for the molar mass: 105.2 g mol⁻¹. The LUMO energy is 1.0 eV.

***

Model x:
C4H11NS | ωB97M-V/def2-TZVPD

Each line ends with the natural charge from an NBO analysis.
Cartesian coordinates (Å):
1 C 1.113 -1.067 1.483  -0.427
2 N 1.282 -0.291 0.262  -0.617
3 C 0.118 0.505 -0.120  -0.081
4 C 0.374 1.177 -1.444  -0.619
5 C -1.131 -0.328 -0.152  -0.508
6 S -2.668 0.587 -0.659  -0.067
7 H 0.808 -0.411 2.305  0.196
8 H 2.118 -1.340 1.817  0.205
9 H 0.478 -1.949 1.431  0.173
10 H 1.563 -0.916 -0.485  0.352
11 H -0.074 1.272 0.649  0.187
12 H -0.435 1.624 -2.004  0.233
13 H 0.673 0.372 -2.152  0.190
14 H 1.239 1.840 -1.429  0.227
15 H -1.522 -0.814 0.741  0.229
16 H -0.899 -1.158 -0.836  0.208
17 H -3.037 0.897 0.595  0.120

Its spin multiplicity is 1. As for the SMILES: CN[C@@H](C)CS. As for the charge: 0. As for the molar mass: 105.2 g mol⁻¹. The LUMO energy is 0.9 eV.

***

In kJ/mol, relative to the most stable structure: model w 153.5; model x 0.0.

***

Model w:
C4H11NS | ωB97M-V/def2-TZVPD

Each line ends with the natural charge from an NBO analysis.
Cartesian coordinates (Å):
1 N 1.015 0.467 2.392  -0.847
2 C 0.876 -0.028 0.994  -0.214
3 C 0.539 1.009 -0.076  -0.420
4 C -0.156 0.097 -1.184  -0.399
5 C -1.639 -0.186 -0.889  -0.525
6 S -2.093 -1.853 -1.455  -0.053
7 H 1.640 1.250 2.404  0.353
8 H 1.283 -0.294 2.993  0.361
9 H 1.815 -0.496 0.690  0.160
10 H 0.141 -0.831 1.073  0.185
11 H -0.314 1.592 0.279  0.211
12 H 1.402 1.466 -0.523  0.216
13 H 0.543 -0.744 -1.316  0.200
14 H -0.038 0.485 -2.206  0.209
15 H -2.242 0.591 -1.358  0.224
16 H -1.803 -0.224 0.187  0.217
17 H -0.968 -2.301 -2.004  0.121

Its spin multiplicity is 1. As for the SMILES: NCCCCS. As for the charge: 0. As for the molar mass: 105.2 g mol⁻¹. The LUMO energy is 1.0 eV.

***

Model x:
C4H11NS | ωB97M-V/def2-TZVPD

Each line ends with the natural charge from an NBO analysis.
Cartesian coordinates (Å):
1 C -1.405 -1.864 0.530  -0.778
2 S -1.479 -0.068 0.688  0.225
3 C 0.240 0.285 0.339  -0.374
4 C 0.995 0.861 1.505  -0.612
5 C 0.563 1.165 -0.978  -0.217
6 N 0.059 0.643 -2.205  -0.839
7 H -1.354 -2.256 -0.558  0.211
8 H -2.286 -2.306 0.924  0.234
9 H -0.784 -2.445 1.169  0.220
10 H 0.642 -0.771 0.041  0.211
11 H 1.384 0.075 2.092  0.212
12 H 2.018 1.331 1.094  0.197
13 H 0.466 1.463 2.140  0.217
14 H 0.178 2.162 -1.069  0.198
15 H 1.614 1.286 -1.068  0.183
16 H -0.919 0.861 -2.551  0.373
17 H 0.068 -0.425 -2.093  0.338

Its spin multiplicity is 1. As for the SMILES: CS[C@H](C)CN. As for the charge: 0. As for the molar mass: 105.2 g mol⁻¹. The LUMO energy is 0.9 eV.

***

In kJ/mol, relative to the most stable structure: model w 0.0; model x 65.9.

***

Model w:
C4H11NS | ωB97M-V/def2-TZVPD

Each line ends with the natural charge from an NBO analysis.
Cartesian coordinates (Å):
1 C 1.936 1.170 0.090  -0.596
2 C 1.032 0.057 -0.492  -0.334
3 S 1.665 -1.558 0.004  -0.067
4 C -0.375 0.246 -0.018  -0.419
5 C -1.385 -0.747 -0.360  -0.229
6 N -2.651 -0.288 0.214  -0.840
7 H 1.953 0.970 1.196  0.202
8 H 1.466 2.161 -0.118  0.213
9 H 2.917 1.175 -0.353  0.219
10 H 1.109 0.120 -1.563  0.221
11 H 2.252 -1.302 1.269  0.133
12 H -0.849 1.208 -0.415  0.218
13 H -0.332 0.420 1.088  0.197
14 H -1.001 -1.734 -0.012  0.184
15 H -1.563 -0.800 -1.460  0.185
16 H -2.723 -0.446 1.170  0.352
17 H -3.451 -0.652 -0.237  0.360

Its spin multiplicity is 1. As for the SMILES: C[C@@H](S)CCN. As for the charge: 0. As for the molar mass: 105.2 g mol⁻¹. The LUMO energy is 0.9 eV.

***

Model x:
C4H11NS | ωB97M-V/def2-TZVPD

Each line ends with the natural charge from an NBO analysis.
Cartesian coordinates (Å):
1 C -1.966 0.761 -0.170  -0.073
2 N -1.910 0.135 0.925  -0.396
3 C -1.874 0.944 2.162  -0.452
4 H -2.206 0.119 -1.011  0.184
5 H -1.906 1.850 -0.250  0.145
6 H -1.407 1.910 1.945  0.170
7 H -1.236 0.397 2.847  0.207
8 H -2.908 1.126 2.435  0.213
9 C 1.066 -1.925 -0.474  -0.727
10 S 1.378 -0.335 -1.347  0.186
11 C 1.535 0.684 0.095  -0.788
12 H 1.904 -2.308 0.098  0.215
13 H 0.901 -2.645 -1.282  0.220
14 H 0.124 -1.769 0.044  0.231
15 H 1.503 0.317 1.119  0.233
16 H 2.408 1.335 -0.012  0.223
17 H 0.709 1.413 0.138  0.209

Its spin multiplicity is 1. As for the SMILES: C=NC.CSC. As for the charge: 0. As for the molar mass: 105.2 g mol⁻¹. The LUMO energy is 1.0 eV.

***

In kJ/mol, relative to the most stable structure: model w 0.0; model x 106.4.